1.
DFT (ωB97M-V/def2-TZVPD) results for a 2-piece molecular cluster, C15H18O overall.

The calculation puts the gap between HOMO and LUMO at 0.3348 Ha. Its HOMO energy is -8.32 eV.

Each atom is followed by the atoms it is bonded to, with distances in Å.
Positions of all 34 atoms, in Å:
1 C -2.38870 0.65436 -3.09759  C2 1.513, H10 1.092, H11 1.087, H12 1.097
2 C -1.63728 0.21454 -1.86031  C1 1.513, C3 1.535, H13 1.050, H14 1.125
3 C -0.75109 1.36205 -1.35601  C2 1.535, C4 1.400, C9 1.409
4 C 0.41707 1.72387 -2.03811  C3 1.400, C5 1.385, H15 1.103
5 C 1.08805 2.87727 -1.66663  C4 1.385, C6 1.387, H16 1.163
6 C 0.68217 3.50545 -0.49899  C5 1.387, O7 1.363, C8 1.409
7 O 1.36070 4.63241 -0.14336  C6 1.363, H17 0.966
8 C -0.58675 3.36232 0.09620  C6 1.409, C9 1.415, H18 1.057
9 C -1.21156 2.15122 -0.28382  C3 1.409, C8 1.415, H19 1.085
10 H -2.36935 -0.10092 -3.88586  C1 1.092
11 H -1.74230 1.44423 -3.47165  C1 1.087
12 H -3.42398 0.99652 -2.98144  C1 1.097
13 H -2.13994 -0.28477 -1.08534  C2 1.050
14 H -0.78263 -0.44095 -2.18527  C2 1.125
15 H 0.82094 1.22408 -2.93446  C4 1.103
16 H 2.02152 3.28252 -2.22968  C5 1.163
17 H 2.25155 4.65802 -0.51705  O7 0.966
18 H -1.03692 4.06920 0.74111  C8 1.057
19 H -2.19899 1.88430 0.07708  C9 1.085
20 C 2.92195 -2.90077 1.91069  C21 1.495, H27 1.085, H28 1.063, H29 1.141
21 C 1.45300 -2.62850 1.95776  C20 1.495, C22 1.362, C26 1.407
22 C 0.89120 -1.70827 1.12510  C21 1.362, C23 1.413, H30 1.085
23 C -0.47949 -1.36443 1.13965  C22 1.413, C24 1.397, H31 1.059
24 C -1.25019 -2.05316 2.07975  C23 1.397, C25 1.383, H32 1.080
25 C -0.75752 -3.07525 2.87064  C24 1.383, C26 1.390, H33 1.107
26 C 0.59621 -3.37876 2.78476  C21 1.407, C25 1.390, H34 1.074
27 H 3.39712 -2.70738 0.95503  C20 1.085
28 H 3.28170 -3.88272 2.10056  C20 1.063
29 H 3.39769 -2.07408 2.53617  C20 1.141
30 H 1.54281 -1.25885 0.38304  C22 1.085
31 H -0.87712 -0.67216 0.44389  C23 1.059
32 H -2.29995 -1.83274 1.95188  C24 1.080
33 H -1.28897 -3.54730 3.71905  C25 1.107
34 H 1.09902 -4.13137 3.36321  C26 1.074

These are the Löwdin partial charges, in e, on atoms 1 to 8: -0.09 -0.22 -0.27 -0.06 -0.04 -0.33 0.02 0.02

2.
DFT (ωB97M-V/def2-TZVPD) results for a 2-piece molecular cluster, C15H18O overall.

The calculation puts the gap between HOMO and LUMO at 0.3214 Ha. Its HOMO energy is -7.86 eV.

Each atom is followed by the atoms it is bonded to, with distances in Å.
Positions of all 34 atoms, in Å:
1 C -3.79720 -0.64847 1.09460  C2 1.598, H10 1.177, H11 1.073, H12 1.131
2 C -2.98687 0.66970 1.49532  C1 1.598, C3 1.486, H13 1.153, H14 1.084
3 C -2.21840 1.02455 0.27381  C2 1.486, C4 1.338, C9 1.456
4 C -1.06813 0.40146 -0.00700  C3 1.338, C5 1.399, H15 1.089
5 C -0.34929 0.89537 -1.10078  C4 1.399, C6 1.418, H16 1.088
6 C -0.90549 1.81924 -2.02158  C5 1.418, O7 1.355, C8 1.474
7 O -0.20466 2.41187 -3.01801  C6 1.355, H17 0.936
8 C -2.32666 2.18952 -1.89012  C6 1.474, C9 1.340, H18 1.082
9 C -2.91749 1.77185 -0.76186  C3 1.456, C8 1.340, H19 0.993
10 H -4.89890 -0.23524 1.08014  C1 1.177
11 H -3.74269 -1.47494 1.77700  C1 1.073
12 H -3.48013 -1.18874 0.15317  C1 1.131
13 H -3.70485 1.48333 1.88578  C2 1.153
14 H -2.36170 0.27915 2.29068  C2 1.084
15 H -0.62624 -0.36235 0.63090  C4 1.089
16 H 0.66966 0.59049 -1.33002  C5 1.088
17 H -0.89163 2.82362 -3.50294  O7 0.936
18 H -2.91903 2.62598 -2.68388  C8 1.082
19 H -3.87023 1.91674 -0.52093  C9 0.993
20 C 4.29850 0.43792 -0.10025  C21 1.506, H27 1.120, H28 1.095, H29 1.175
21 C 3.39490 -0.74752 0.11708  C20 1.506, C22 1.406, C26 1.419
22 C 2.26975 -1.04029 -0.67306  C21 1.406, C23 1.407, H30 1.126
23 C 1.20035 -1.86266 -0.27207  C22 1.407, C24 1.371, H31 1.135
24 C 1.40620 -2.45631 0.94610  C23 1.371, C25 1.441, H32 1.114
25 C 2.49470 -2.22192 1.86113  C24 1.441, C26 1.380, H33 1.083
26 C 3.41896 -1.29464 1.42563  C21 1.419, C25 1.380, H34 1.212
27 H 5.23775 0.40532 0.50881  C20 1.120
28 H 3.81954 1.36931 0.21846  C20 1.095
29 H 4.63932 0.32202 -1.21856  C20 1.175
30 H 2.22151 -0.63498 -1.72299  C22 1.126
31 H 0.37643 -2.15281 -0.99606  C23 1.135
32 H 0.72959 -3.22879 1.37794  C24 1.114
33 H 2.65784 -2.91313 2.67917  C25 1.083
34 H 4.43460 -0.97467 2.00438  C26 1.212

These are the Löwdin partial charges, in e, on atoms 1 to 8: -0.10 -0.19 -0.28 -0.06 0.00 -0.27 0.06 -0.01

Stability summary: most stable 1, least stable 2.

1.
DFT (ωB97M-V/def2-TZVPD) results for a 2-piece molecular cluster, C15H18O overall.

The calculation puts the gap between HOMO and LUMO at 0.3409 Ha. Its HOMO energy is -8.52 eV.

Each atom is followed by the atoms it is bonded to, with distances in Å.
Positions of all 34 atoms, in Å:
1 C -1.50229 -4.09823 -0.46117  C2 1.518, H10 1.092, H11 1.103, H12 1.092
2 C -2.82883 -3.58182 0.06626  C1 1.518, C3 1.519, H13 1.088, H14 1.087
3 C -2.74999 -2.11666 0.45758  C2 1.519, C4 1.403, C9 1.386
4 C -2.01486 -1.74255 1.59237  C3 1.403, C5 1.381, H15 1.081
5 C -1.67807 -0.42182 1.81216  C4 1.381, C6 1.386, H16 1.077
6 C -2.06054 0.52532 0.87599  C5 1.386, O7 1.379, C8 1.374
7 O -1.62816 1.81548 1.10118  C6 1.379, H17 0.962
8 C -2.81594 0.20762 -0.22712  C6 1.374, C9 1.395, H18 1.084
9 C -3.16280 -1.12962 -0.42319  C3 1.386, C8 1.395, H19 1.077
10 H -0.64416 -3.54671 -0.07046  C1 1.092
11 H -1.40167 -3.85972 -1.53385  C1 1.103
12 H -1.32984 -5.17522 -0.40956  C1 1.092
13 H -3.57788 -3.63656 -0.72077  C2 1.088
14 H -3.21283 -4.18410 0.88512  C2 1.087
15 H -1.86661 -2.52025 2.32804  C4 1.081
16 H -1.01740 -0.16146 2.62190  C5 1.077
17 H -2.22498 2.45534 0.70163  O7 0.962
18 H -3.09699 0.90841 -1.00475  C8 1.084
19 H -3.81420 -1.43436 -1.22441  C9 1.077
20 C 2.45513 3.10958 1.19150  C21 1.500, H27 1.096, H28 1.089, H29 1.083
21 C 2.76186 2.20877 0.03160  C20 1.500, C22 1.380, C26 1.392
22 C 4.02349 1.65974 -0.08044  C21 1.380, C23 1.404, H30 1.086
23 C 4.39577 0.81322 -1.13744  C22 1.404, C24 1.376, H31 1.081
24 C 3.45590 0.50608 -2.09416  C23 1.376, C25 1.390, H32 1.089
25 C 2.16688 1.01411 -1.97781  C24 1.390, C26 1.385, H33 1.081
26 C 1.80822 1.80322 -0.89756  C21 1.392, C25 1.385, H34 1.073
27 H 2.21873 2.49851 2.07026  C20 1.096
28 H 1.54327 3.69161 1.06570  C20 1.089
29 H 3.29462 3.75341 1.42119  C20 1.083
30 H 4.79172 1.85024 0.66326  C22 1.086
31 H 5.36969 0.35995 -1.01404  C23 1.081
32 H 3.66298 -0.09458 -2.97884  C24 1.089
33 H 1.36199 0.63145 -2.58920  C25 1.081
34 H 0.77831 2.08335 -0.79050  C26 1.073

These are the Löwdin partial charges, in e, on atoms 1 to 8: -0.10 -0.22 -0.25 -0.04 -0.01 -0.33 0.02 -0.02

2.
DFT (ωB97M-V/def2-TZVPD) results for a 2-piece molecular cluster, C15H18O overall.

The calculation puts the gap between HOMO and LUMO at 0.3263 Ha. Its HOMO energy is -8.01 eV.

Each atom is followed by the atoms it is bonded to, with distances in Å.
Positions of all 34 atoms, in Å:
1 C 2.32128 2.64163 1.91215  C2 1.503, H10 1.078, H11 1.127, H12 1.107
2 C 2.34834 1.14113 1.83096  C1 1.503, C3 1.495, H13 1.013, H14 1.062
3 C 2.37081 0.81636 0.37223  C2 1.495, C4 1.438, C9 1.386
4 C 1.31222 1.22460 -0.51184  C3 1.438, C5 1.390, H15 1.124
5 C 1.34114 0.74114 -1.81440  C4 1.390, C6 1.423, H16 1.027
6 C 2.50522 0.03231 -2.22254  C5 1.423, O7 1.325, C8 1.396
7 O 2.45520 -0.29806 -3.50479  C6 1.325, H17 0.997
8 C 3.60047 -0.25115 -1.40517  C6 1.396, C9 1.434, H18 1.147
9 C 3.51374 0.14328 -0.02882  C3 1.386, C8 1.434, H19 1.073
10 H 2.51314 2.94235 2.92991  C1 1.078
11 H 1.35241 3.10962 1.57594  C1 1.127
12 H 3.17718 2.87369 1.24877  C1 1.107
13 H 3.24297 0.88604 2.23143  C2 1.013
14 H 1.57416 0.68403 2.39590  C2 1.062
15 H 0.50647 1.89608 -0.10792  C4 1.124
16 H 0.44585 0.78134 -2.31606  C5 1.027
17 H 3.21691 -0.87621 -3.78717  O7 0.997
18 H 4.56661 -0.77070 -1.74186  C8 1.147
19 H 4.37890 -0.20132 0.50508  C9 1.073
20 C -4.33467 -2.81803 -0.68176  C21 1.487, H27 1.135, H28 1.156, H29 1.087
21 C -3.45995 -1.72559 -0.17852  C20 1.487, C22 1.376, C26 1.449
22 C -3.12881 -0.58929 -0.88002  C21 1.376, C23 1.397, H30 1.122
23 C -2.37160 0.45060 -0.33431  C22 1.397, C24 1.382, H31 1.154
24 C -1.90462 0.29936 0.95789  C23 1.382, C25 1.407, H32 1.081
25 C -2.26309 -0.82346 1.72544  C24 1.407, C26 1.369, H33 1.116
26 C -3.11730 -1.77084 1.22843  C21 1.449, C25 1.369, H34 1.144
27 H -4.29476 -2.94743 -1.80830  C20 1.135
28 H -5.36724 -2.29935 -0.67056  C20 1.156
29 H -4.14903 -3.71924 -0.10259  C20 1.087
30 H -3.43705 -0.34409 -1.93112  C22 1.122
31 H -2.20552 1.39224 -0.97986  C23 1.154
32 H -1.19940 1.00017 1.38344  C24 1.081
33 H -2.05741 -0.98681 2.80973  C25 1.116
34 H -3.45255 -2.63440 1.90032  C26 1.144

These are the Löwdin partial charges, in e, on atoms 1 to 8: -0.10 -0.24 -0.25 -0.02 0.00 -0.36 0.04 -0.02

Stability summary: most stable 1, least stable 2.